This record from OMol25 describes 11 unconnected molecules or ions with the total composition C32H64Cl8O18. The level of theory is ωB97M-V/def2-TZVPD.

```
122
Properties=species:S:1:pos:R:3:mulliken_charge:R:1
C 2.02083 7.42537 16.35506 0.536
Cl 1.86804 7.68470 18.11290 -0.144
Cl 0.77382 8.30480 15.46330 -0.156
H 2.99710 7.75159 16.01153 -0.600
H 1.93467 6.35372 16.21552 0.410
C 5.36190 6.43746 9.61297 -0.447
Cl 6.87006 7.03992 8.93475 -0.125
Cl 4.84651 7.51408 10.93658 -0.038
H 4.57174 6.44472 8.87346 0.313
H 5.55445 5.45136 10.01580 0.330
C 3.62470 13.35953 11.52682 -0.096
Cl 4.26476 13.82952 9.94245 -0.139
Cl 4.75200 13.88080 12.79392 -0.140
H 2.64975 13.80766 11.68812 0.386
H 3.52103 12.28069 11.59390 0.012
C 6.21752 4.42070 17.33790 -0.407
Cl 7.74899 5.15208 16.84799 -0.145
Cl 4.84271 5.38532 16.76473 -0.037
H 6.16018 3.42522 16.91419 0.303
H 6.18070 4.36832 18.41947 0.288
C 1.23917 14.84757 14.78958 -0.585
C 2.31302 15.90575 14.76307 0.170
O 1.59596 17.16468 14.81824 -0.328
C 2.32091 18.23882 15.11187 0.751
O 3.46581 18.24685 15.48266 -0.580
O 1.54819 19.31014 14.95297 -0.347
C 2.12257 20.57985 15.20972 -0.657
H 0.60466 14.88464 13.90516 0.454
H 0.62357 14.96238 15.68306 0.357
H 1.66202 13.84615 14.88370 -0.193
H 2.88614 15.95211 13.83941 0.162
H 2.93750 15.82789 15.65248 0.110
H 2.02447 20.88029 16.25330 0.273
H 1.55169 21.29616 14.62138 0.235
H 3.16705 20.59627 14.90400 0.327
C 6.93605 13.08921 14.59413 -1.064
C 7.44939 13.06848 13.16631 -0.979
O 6.84561 11.95055 12.50529 0.850
C 6.70213 11.99251 11.18078 -0.341
O 6.94210 12.90619 10.44253 -0.463
O 6.23402 10.80004 10.82647 0.373
C 5.94964 10.58001 9.45716 -0.746
H 7.19073 12.19476 15.15878 0.207
H 5.86138 13.27266 14.59062 -0.103
H 7.37343 13.95706 15.09451 0.536
H 8.53268 12.98000 13.13541 0.352
H 7.09805 13.97627 12.67402 0.665
H 5.34386 11.36678 9.00479 0.221
H 5.32238 9.69409 9.40516 0.166
H 6.86125 10.44584 8.87778 0.239
C -3.37992 10.76075 21.35931 -1.117
C -3.51694 9.85236 20.15636 -0.204
O -2.33050 9.80227 19.35623 -0.381
C -2.13111 10.78432 18.49221 0.689
O -2.85024 11.73667 18.32863 -0.570
O -0.99765 10.54477 17.83526 -0.158
C -0.66048 11.50684 16.84274 -0.145
H -2.43657 10.59088 21.87620 0.303
H -4.21717 10.55184 22.02943 0.362
H -3.46687 11.81666 21.10845 0.306
H -4.32311 10.20484 19.50842 0.300
H -3.72372 8.82073 20.42640 0.325
H -1.43068 11.60056 16.07273 0.362
H 0.20335 11.05238 16.36278 -0.362
H -0.47730 12.50764 17.22822 0.379
C 8.34435 11.37532 19.16441 -1.349
C 7.11717 10.62474 18.72163 0.431
O 6.02464 10.86276 19.63019 -0.142
C 5.99115 10.14382 20.74620 0.622
O 6.66357 9.19614 21.05003 -0.593
O 5.03970 10.68956 21.50006 -0.213
C 4.72859 10.15907 22.78309 -0.732
H 8.07610 12.40485 19.41735 0.295
H 9.16481 11.43395 18.44786 0.416
H 8.79778 10.92196 20.04890 0.353
H 7.32312 9.55226 18.71021 0.402
H 6.72134 10.91065 17.75062 -0.226
H 4.20184 9.21180 22.69540 0.285
H 4.12010 10.89999 23.29146 0.191
H 5.66225 10.04328 23.33578 0.346
O 1.49487 14.80991 21.69296 -0.617
C 2.51991 14.51314 21.13864 0.727
O 2.67309 14.81049 19.84500 -0.362
C 3.85135 14.50244 19.08030 -0.800
C 3.71221 13.14193 18.41313 -0.019
C 3.64016 13.82307 21.87677 -0.564
H 4.69321 14.44011 19.76978 0.421
H 3.95684 15.27840 18.33050 0.346
H 3.43854 12.30688 19.05618 0.287
H 4.68838 12.86375 18.00267 0.059
H 3.01408 13.18689 17.57551 -0.070
H 3.27837 13.43633 22.82080 0.300
H 4.39437 14.58739 22.09655 0.333
H 4.13854 13.08054 21.25533 -0.030
O 5.10320 10.72680 15.93778 -0.540
C 4.36509 10.65724 14.99157 0.680
O 4.64968 10.03804 13.84002 -0.312
C 5.87536 9.27887 13.78332 0.231
C 5.71582 7.89120 14.36637 -1.194
C 3.01566 11.30410 14.90715 0.086
H 6.64002 9.87228 14.28266 0.128
H 6.09246 9.23939 12.71934 0.443
H 4.93973 7.31826 13.86541 0.330
H 5.53398 7.90274 15.44350 0.139
H 6.68253 7.38398 14.30745 0.274
H 2.26459 10.65774 15.35590 -0.425
H 2.79341 11.54926 13.87007 0.230
H 3.00519 12.26172 15.42437 -0.388
O 10.14699 10.77513 9.37824 -0.589
C 10.14009 11.27492 10.47043 0.820
O 9.83810 10.62971 11.61028 -0.302
C 9.41404 9.26021 11.53874 -0.428
C 8.79399 8.91909 12.87623 -0.378
C 10.38215 12.73757 10.72834 -0.828
H 10.31350 8.66693 11.35183 0.503
H 8.73392 9.09625 10.70185 0.179
H 7.93151 9.55315 13.06870 -0.429
H 9.52477 9.06364 13.67317 0.362
H 8.53465 7.85894 12.87319 0.376
H 9.47393 13.17114 11.13650 0.045
H 10.57891 13.21070 9.76993 0.315
H 11.23332 12.88997 11.38993 0.315
```

Computed properties:
Orbital gap (hartree): 0.370
Energy above the lowest of the compared OMol25 structures with the same formula, charge and spin (eV): 0.168
SMILES: CCOC(=O)OC.CCOC(=O)OC.CCOC(=O)OC.CCOC(=O)OC.CCOC(C)=O.CCOC(C)=O.CCOC(C)=O.ClCCl.ClCCl.ClCCl.ClCCl
Spin multiplicity: 1